DFT (ωB97M-V/def2-TZVPD) results for an isolated molecule of C10H14INO2 in a non-equilibrium geometry.

Geometry (Å):
C1 1.160 1.623 0.339
C2 -0.250 1.511 0.663
C3 -0.970 0.430 0.407
C4 1.862 0.486 0.001
C5 -0.346 -0.757 -0.469
C6 1.101 -0.934 -0.262
C7 -0.827 2.704 1.409
C8 -2.357 0.090 0.875
C9 -0.783 -0.496 -1.916
C10 1.676 -1.838 -1.314
N1 1.122 -1.710 1.156
O1 1.680 -1.153 2.050
O2 0.517 -2.742 1.158
I1 3.926 0.555 -0.148
H1 1.557 2.542 0.485
H2 -0.963 -1.698 -0.353
H3 -0.049 3.310 1.758
H4 -1.340 2.212 2.190
H5 -1.454 3.154 0.719
H6 -2.761 1.018 1.302
H7 -2.173 -0.621 1.673
H8 -2.927 -0.391 0.043
H9 -0.292 0.452 -2.325
H10 -1.943 -0.142 -2.069
H11 -0.523 -1.276 -2.514
H12 0.967 -2.639 -1.303
H13 2.710 -2.202 -1.215
H14 1.680 -1.489 -2.341

Multiplicity: 1
SMILES string: CC1=C(C)[C@@H](C)[C@](C)([N+](=O)[O-])C(I)=C1
Kohn-Sham gap, eV: 8.59
Maximum force, eV Å⁻¹: 5.77

DFT (ωB97M-V/def2-TZVPD) results for a structure of composition C10H14INS in a non-equilibrium geometry.

Geometry (Å):
C1 -2.092 1.051 -1.703
C2 -2.570 0.962 -0.441
C3 -1.181 2.095 -2.145
C4 1.280 -2.347 0.087
C5 2.164 -1.426 0.891
C6 -0.062 -1.418 -0.199
C7 1.433 -0.245 1.401
C8 -0.846 3.074 -0.047
C9 0.182 -0.058 0.531
C10 -2.044 1.749 0.692
N1 -0.794 3.054 -1.476
S1 -1.133 0.503 1.721
I1 -3.554 2.824 1.724
H1 -2.439 0.460 -2.562
H2 -3.168 0.166 -0.286
H3 -1.011 2.266 -3.196
H4 1.743 -2.709 -0.871
H5 1.036 -3.267 0.725
H6 2.718 -1.948 1.749
H7 3.066 -1.127 0.283
H8 -0.002 -1.145 -1.263
H9 -0.926 -1.936 0.095
H10 1.155 -0.370 2.524
H11 1.993 0.644 1.385
H12 -1.209 4.039 0.290
H13 0.080 2.732 0.474
H14 0.356 0.818 -0.218

Multiplicity: 1
Kohn-Sham gap, eV: 8.32
Relative energy (zero: lowest compared OMol25 entry of this formula, charge and spin), eV: 1.435
Maximum force, eV Å⁻¹: 4.23

DFT (ωB97M-V/def2-TZVPD) results for the ion C10H14N with charge +1 in a non-equilibrium geometry.

Geometry (Å):
C1 -0.639 1.201 -0.702
C2 -1.752 0.681 -0.601
C3 2.264 -0.816 -0.693
C4 1.402 -2.151 -0.585
C5 -0.856 -1.458 0.727
C6 0.807 1.307 -0.458
C7 1.288 -0.043 0.194
C8 0.339 -1.261 0.242
C9 1.232 2.480 0.414
C10 -4.051 0.576 -0.300
N1 -2.773 0.101 -0.225
H1 3.178 -0.977 -0.188
H2 2.263 -0.376 -1.717
H3 1.040 -2.503 -1.580
H4 1.921 -2.919 -0.104
H5 -1.384 -2.396 0.683
H6 -1.140 -0.628 1.392
H7 1.202 1.397 -1.410
H8 1.610 0.195 1.284
H9 2.258 2.261 0.659
H10 0.607 2.432 1.277
H11 1.188 3.376 -0.104
H12 -4.469 0.471 0.728
H13 -4.272 1.542 -0.831
H14 -4.776 -0.066 -0.814

Multiplicity: 1
Charge: +1
Kohn-Sham gap (spin up / spin down), eV: 5.51 / 5.52
Relative energy (zero: lowest compared OMol25 entry of this formula, charge and spin), eV: 6.456
Maximum force, eV Å⁻¹: 3.94

DFT (ωB97M-V/def2-TZVPD) results for an isolated molecule of C10H14N2O2 in a non-equilibrium geometry.

Geometry (Å):
C1 -0.772 -3.909 -2.111
C2 -1.315 -2.544 -2.485
C3 -2.350 -2.033 -1.554
C4 -1.209 -0.565 -0.004
C5 -1.017 0.435 -0.936
C6 -0.228 1.541 -0.628
C7 0.224 1.713 0.628
C8 -0.014 0.737 1.646
C9 -0.757 -0.381 1.305
C10 2.031 2.854 1.596
H1 -1.485 -4.776 -2.147
H2 0.063 -4.219 -2.699
H3 -0.441 -3.938 -1.059
H4 -0.498 -1.793 -2.528
H5 -1.738 -2.456 -3.488
H6 -3.095 -2.803 -1.341
H7 -2.892 -1.145 -2.022
H8 -1.499 0.438 -1.915
H9 -0.014 2.312 -1.319
H10 0.275 0.971 2.654
H11 -0.918 -1.114 2.113
H12 2.400 3.760 2.123
H13 3.839 2.138 2.007
H14 2.228 0.239 0.895
N1 0.885 2.881 1.083
N2 2.921 1.780 1.764
O1 -1.797 -1.750 -0.233
O2 2.995 0.834 0.739

Multiplicity: 1
SMILES string: CCCOc1ccc(/N=C\NO)cc1
Kohn-Sham gap, eV: 8.65
Relative energy (zero: lowest compared OMol25 entry of this formula, charge and spin), eV: 1.458
Maximum force, eV Å⁻¹: 3.22

DFT (ωB97M-V/def2-TZVPD) results for a structure of composition C10H14N2O2S in a non-equilibrium geometry.

Geometry (Å):
C1 1.141 2.549 0.834
C2 1.584 1.301 1.209
C3 1.870 1.652 -0.894
C4 -1.150 -1.126 0.472
C5 2.447 -0.680 -0.010
C6 -1.000 -0.046 -1.607
C7 -0.424 -1.348 -1.976
C8 -1.694 -0.128 -0.244
C9 -1.299 -1.707 1.853
C10 -2.643 1.017 -0.023
N1 1.386 2.773 -0.514
N2 2.081 0.739 0.112
O1 1.504 -1.454 0.535
O2 0.114 -3.352 -0.449
S1 0.016 -1.916 -0.475
H1 0.852 3.406 1.369
H2 1.331 0.811 2.078
H3 2.001 1.323 -1.915
H4 3.401 -0.773 0.642
H5 -0.296 0.782 -1.439
H6 -1.767 0.182 -2.297
H7 0.416 -1.434 -2.560
H8 2.773 -0.860 -1.002
H9 -1.928 -1.266 2.594
H10 -0.293 -1.579 2.235
H11 -1.654 -2.700 1.555
H12 -3.027 1.064 1.046
H13 -3.613 0.831 -0.696
H14 -2.128 1.940 -0.434

Multiplicity: 1
Kohn-Sham gap, eV: 9.23
Relative energy (zero: lowest compared OMol25 entry of this formula, charge and spin), eV: 5.668
Maximum force, eV Å⁻¹: 3.79

DFT (ωB97M-V/def2-TZVPD) results for a cluster of 2 separate species, C10H14N2O3S2 in total in a non-equilibrium geometry.

Geometry (Å):
C1 -2.435 -2.507 -2.035
N1 -1.203 -1.840 -1.715
C2 -1.275 -0.448 -1.410
O1 -2.375 0.107 -1.406
C3 -0.031 0.220 -1.098
C4 1.197 -0.531 -1.250
O2 2.289 -0.038 -0.887
N2 1.145 -1.847 -1.726
C5 2.388 -2.527 -1.971
C6 -0.037 -2.556 -1.999
O3 -0.021 -3.707 -2.447
H1 -2.234 -3.570 -2.141
H2 -3.148 -2.334 -1.226
H3 -2.855 -2.111 -2.969
H4 0.014 1.267 -1.534
H5 2.155 -3.575 -2.113
H6 2.858 -2.135 -2.878
H7 3.065 -2.397 -1.127
C7 -0.539 2.671 3.377
C8 -0.447 3.535 2.138
S1 -0.573 2.653 0.532
C9 0.486 1.337 0.632
S2 0.402 0.374 2.024
C10 0.555 1.623 3.396
H8 -0.483 3.299 4.278
H9 -1.526 2.211 3.471
H10 -1.322 4.202 2.136
H11 0.480 4.128 2.159
H12 1.469 1.332 0.095
H13 1.542 2.106 3.362
H14 0.459 1.053 4.334

Multiplicity: 1
Kohn-Sham gap, eV: 7.74
Maximum force, eV Å⁻¹: 3.22

DFT (ωB97M-V/def2-TZVPD) results for an isolated molecule of C10H14N2O5S in a non-equilibrium geometry.

Geometry (Å):
O1 -3.789 -1.366 1.131
O2 3.876 2.321 -0.991
O3 4.503 0.297 -2.207
N1 -0.399 -1.622 0.191
O4 0.418 1.664 1.274
O5 -2.884 -3.167 0.080
C1 -2.834 -1.964 0.670
C2 -1.539 -1.247 0.709
C3 -1.406 0.088 1.239
C4 -0.111 0.455 0.980
N2 0.480 -0.636 0.394
C5 -4.921 -3.270 -1.238
C6 -4.173 -3.829 -0.041
C7 2.915 -0.536 1.029
C8 1.836 -0.677 -0.116
C9 4.204 0.013 0.422
C10 2.011 0.403 -1.202
S1 3.739 0.866 -1.097
H1 -0.213 2.197 1.791
H2 -2.218 0.662 1.655
H3 -4.929 -2.179 -1.222
H4 -5.927 -3.658 -1.302
H5 -4.383 -3.601 -2.126
H6 -3.950 -4.901 -0.226
H7 -4.758 -3.692 0.875
H8 2.557 0.136 1.823
H9 3.125 -1.486 1.516
H10 1.975 -1.645 -0.605
H11 4.903 -0.792 0.189
H12 4.720 0.702 1.103
H13 1.770 0.136 -2.215
H14 1.446 1.309 -0.932

Multiplicity: 1
SMILES string: CCOC(=O)c1cc(O)n([C@@H]2CCS(=O)(=O)C2)n1
Kohn-Sham gap, eV: 9.72
Relative energy (zero: lowest compared OMol25 entry of this formula, charge and spin), eV: 1.466
Maximum force, eV Å⁻¹: 3.55

DFT (ωB97M-V/def2-TZVPD) results for an isolated molecule of C10H14N2S in a non-equilibrium geometry.

Geometry (Å):
C1 -4.368 0.533 -0.219
C2 -3.055 0.711 -0.555
C3 -3.392 -1.153 0.484
C4 0.096 0.184 0.000
C5 -1.217 -0.999 -0.138
C6 2.272 0.941 0.703
C7 1.743 2.198 -0.061
C8 1.578 -0.266 0.153
C9 2.133 -0.565 -1.223
C10 1.695 -1.527 1.015
N1 -4.570 -0.685 0.356
N2 -2.406 -0.407 -0.013
S1 -0.110 1.911 0.056
H1 -5.145 1.204 -0.364
H2 -2.762 1.711 -0.970
H3 -3.200 -2.139 0.776
H4 -1.001 -1.940 0.290
H5 3.317 0.948 0.189
H6 2.280 1.120 1.756
H7 1.875 3.326 0.237
H8 2.030 2.057 -1.097
H9 1.511 -1.322 -1.724
H10 3.245 -0.785 -1.279
H11 2.022 0.380 -1.818
H12 1.305 -1.218 1.967
H13 2.787 -1.785 1.010
H14 1.336 -2.433 0.467

Multiplicity: 3
<S²>: 2.01
Kohn-Sham gap (spin up / spin down), eV: 6.85 / 8.22
Maximum force, eV Å⁻¹: 6.91

DFT (ωB97M-V/def2-TZVPD) results for a structure of composition C10H14N2S2 in a non-equilibrium geometry.

Geometry (Å):
C1 -1.126 0.518 -3.126
C2 0.677 -0.192 -4.107
C3 1.061 1.480 -2.556
C4 -0.151 1.084 -0.112
C5 0.088 0.094 2.091
C6 0.958 -0.171 3.119
C7 0.693 -1.281 3.952
C8 -0.315 -2.198 3.610
C9 -1.082 -2.036 2.371
C10 -0.826 -0.843 1.644
H1 -1.037 -0.631 -2.710
H2 -2.110 0.858 -3.981
H3 -1.412 1.255 -2.128
H4 -0.500 -0.870 -4.576
H5 0.898 -0.978 -3.335
H6 1.366 0.203 -5.161
H7 2.087 1.419 -3.058
H8 0.920 2.617 -2.357
H9 -0.547 1.978 -0.460
H10 1.049 1.908 1.462
H11 1.864 0.529 3.383
H12 1.362 -1.560 4.836
H13 -0.403 -3.012 4.279
H14 -1.500 -2.900 1.738
N1 0.074 0.984 -3.614
N2 0.182 1.230 1.312
S1 1.199 0.651 -0.886
S2 -1.430 -0.342 0.065

Multiplicity: 1
Kohn-Sham gap, eV: 8.39
Relative energy (zero: lowest compared OMol25 entry of this formula, charge and spin), eV: 6.319
Maximum force, eV Å⁻¹: 6.99

DFT (ωB97M-V/def2-TZVPD) results for a structure of composition C10H14N3 in a non-equilibrium geometry.

Geometry (Å):
C1 2.986 1.258 -0.235
C2 3.590 0.073 -0.003
C3 1.593 1.184 -0.296
C4 2.986 -1.177 0.330
C5 0.914 0.029 -0.070
C6 1.601 -1.137 0.309
C7 -0.385 -0.493 -0.464
C8 -0.648 -0.339 -1.966
C9 -3.006 -0.633 0.532
C10 -1.678 1.127 1.544
N1 0.718 -2.165 0.418
N2 -0.423 -1.894 0.041
N3 -1.905 0.286 0.400
H1 3.539 2.157 -0.403
H2 4.645 0.199 -0.101
H3 0.963 2.161 -0.369
H4 3.527 -2.139 0.522
H5 -1.441 -0.899 -2.335
H6 0.279 -0.622 -2.455
H7 -0.771 0.715 -2.132
H8 -3.917 -0.156 1.169
H9 -3.296 -0.777 -0.467
H10 -2.715 -1.640 0.930
H11 -1.238 0.559 2.380
H12 -0.991 1.897 1.296
H13 -2.670 1.573 1.804
H14 -2.257 0.854 -0.377

Multiplicity: 1
Charge: +1
Kohn-Sham gap, eV: 8.78
Relative energy (zero: lowest compared OMol25 entry of this formula, charge and spin), eV: 3.792
Maximum force, eV Å⁻¹: 4.25

DFT (ωB97M-V/def2-TZVPD) results for the ion C10H14N3 with charge +1 in a non-equilibrium geometry.

Geometry (Å):
C1 -1.128 0.437 1.464
C2 -0.763 0.256 0.122
C3 -0.862 2.470 0.513
C4 1.926 -2.790 -0.322
C5 2.389 -1.507 0.198
C6 0.662 -3.139 -0.358
C7 1.864 -0.342 0.225
C8 -0.641 -2.282 -0.144
C9 -0.428 -0.892 -0.631
C10 -1.024 3.968 0.345
N1 -1.175 1.729 1.629
N2 -0.717 1.527 -0.410
N3 -0.209 -0.629 -1.966
H1 -1.073 -0.135 2.386
H2 2.672 -3.484 -0.664
H3 3.393 -1.577 0.533
H4 0.388 -4.016 -0.842
H5 2.166 0.645 0.358
H6 -1.284 -2.819 -0.979
H7 -1.069 -2.412 0.829
H8 -1.185 4.328 1.383
H9 -0.305 4.490 -0.354
H10 -2.089 3.984 0.022
H11 -1.451 2.001 2.562
H12 -0.593 1.552 -1.407
H13 0.532 0.114 -2.104
H14 0.004 -1.476 -2.387

Multiplicity: 3
Charge: +1
<S²>: 2.03
Kohn-Sham gap (spin up / spin down), eV: 6.89 / 7.92
Relative energy (zero: lowest compared OMol25 entry of this formula, charge and spin), eV: 0.000
Maximum force, eV Å⁻¹: 4.09

DFT (ωB97M-V/def2-TZVPD) results for the ion C10H14N3S with charge +1 in a non-equilibrium geometry.

Geometry (Å):
C1 -2.656 0.456 0.169
C2 -2.388 0.051 -1.187
C3 -1.757 0.819 1.057
C4 -1.144 -0.321 -1.491
C5 0.113 2.049 -0.002
C6 2.247 1.102 -0.278
C7 -0.332 0.762 0.573
C8 -0.168 -0.427 -0.398
C9 1.675 -2.392 0.766
C10 1.963 -1.688 -0.616
N1 1.142 -0.563 -0.963
N2 1.427 2.178 -0.257
N3 -0.619 3.151 -0.197
S1 3.796 1.004 -0.107
H1 -3.647 0.370 0.661
H2 -3.127 -0.036 -2.023
H3 -1.846 0.908 2.070
H4 -0.680 -0.714 -2.387
H5 0.531 0.586 1.367
H6 -0.289 -1.392 0.292
H7 1.745 -1.862 1.699
H8 0.684 -2.691 0.653
H9 2.385 -3.222 0.829
H10 3.047 -1.407 -0.592
H11 1.947 -2.416 -1.535
H12 1.594 2.922 -0.958
H13 -1.408 3.319 0.393
H14 -0.249 3.918 -0.765

Multiplicity: 3
Charge: +1
<S²>: 2.01
Kohn-Sham gap (spin up / spin down), eV: 6.13 / 7.06
Relative energy (zero: lowest compared OMol25 entry of this formula, charge and spin), eV: 0.880
Maximum force, eV Å⁻¹: 3.57